1.
# C28H41BrN3O2PSeSr

A molecular structure, C28H41BrN3O2PSeSr (ωB97M-V with the def2-TZVPD basis set, the OMol25 dataset).

The geometry in XYZ format:
```
78
Properties=species:S:1:pos:R:3:nbo_charge:R:1
Sr -1.069 -1.885 -0.514 1.795
C 4.190 -3.365 -0.758 -0.623
C 3.970 -1.861 -0.712 -0.224
N 3.441 -1.292 -1.950 -0.423
C 4.388 -0.652 -2.865 -0.204
C 5.150 -1.629 -3.741 -0.622
C 2.125 -1.423 -2.240 0.514
C 1.604 -0.823 -3.519 -0.682
N 1.267 -2.051 -1.497 -0.894
H 4.538 -3.734 0.207 0.225
H 4.940 -3.618 -1.509 0.209
H 3.281 -3.912 -1.008 0.217
H 4.914 -1.350 -0.516 0.206
H 3.304 -1.577 0.107 0.211
H 5.078 -0.071 -2.250 0.200
H 3.851 0.071 -3.472 0.209
H 5.812 -2.270 -3.157 0.209
H 5.771 -1.094 -4.462 0.220
H 4.472 -2.277 -4.299 0.213
H 1.732 0.260 -3.539 0.226
H 0.549 -1.063 -3.619 0.252
H 2.130 -1.228 -4.386 0.231
H 1.713 -2.503 -0.701 0.360
Br 0.547 -5.095 3.045 0.066
C -0.250 -3.731 4.098 -0.061
C -0.279 -3.954 5.467 -0.246
C -0.893 -3.037 6.308 -0.191
C -1.501 -1.906 5.781 -0.210
C -1.480 -1.702 4.412 -0.181
C -0.841 -2.602 3.556 -0.123
C -0.836 -2.216 2.117 0.747
O 0.205 -2.436 1.418 -0.822
O -1.873 -1.642 1.657 -0.808
H 0.178 -4.847 5.869 0.228
H -0.904 -3.221 7.374 0.217
H -1.999 -1.198 6.430 0.216
H -1.962 -0.840 3.971 0.240
Se -2.305 -2.631 -3.086 -0.484
C -3.788 -2.753 -1.940 0.007
N -4.619 -2.776 -1.134 -0.451
C -0.408 4.140 -0.934 -0.621
C -0.302 2.702 -1.447 -0.330
C -0.594 2.669 -2.951 -0.616
C 1.147 2.237 -1.220 -0.613
P -1.383 1.456 -0.603 0.811
C -0.965 1.728 1.172 -0.364
C 0.096 0.972 1.672 -0.206
C 0.536 1.099 2.983 -0.208
C -0.092 1.992 3.837 -0.203
C -1.156 2.752 3.368 -0.234
C -1.580 2.623 2.052 -0.143
C -3.187 1.817 -0.818 -0.338
C -3.605 3.289 -0.845 -0.611
C -3.945 1.070 0.294 -0.616
C -3.622 1.185 -2.152 -0.615
H 0.378 4.736 -1.410 0.209
H -0.257 4.204 0.145 0.220
H -1.360 4.613 -1.174 0.215
H 0.156 3.272 -3.470 0.210
H -1.574 3.082 -3.191 0.213
H -0.550 1.657 -3.362 0.219
H 1.798 2.816 -1.882 0.209
H 1.296 1.177 -1.433 0.208
H 1.479 2.415 -0.196 0.223
H 0.598 0.248 1.039 0.213
H 1.351 0.481 3.339 0.221
H 0.237 2.093 4.863 0.217
H -1.656 3.451 4.025 0.215
H -2.406 3.233 1.719 0.200
H -3.278 3.860 0.022 0.204
H -4.697 3.342 -0.884 0.216
H -3.233 3.801 -1.734 0.205
H -3.882 1.555 1.267 0.213
H -3.623 0.036 0.442 0.231
H -4.997 1.028 0.003 0.221
H -3.102 1.612 -3.013 0.207
H -4.691 1.383 -2.276 0.214
H -3.476 0.106 -2.189 0.235
```

Computed properties:
Charge ... 0
HOMO energy ... -7.80 eV
Largest force on an atom ... 1.5 eV/A
Energy ... -183784.306 eV
Relative energy (zero: lowest compared OMol25 entry of this formula, charge and spin) ... 12.4 kcal per mole
HOMO-LUMO gap ... 8.13 eV

---

2.
# C5H10FN

C5H10FN in the gas phase (ωB97M-V with the def2-TZVPD basis set, the OMol25 dataset).

The geometry in XYZ format:
```
17
Properties=species:S:1:pos:R:3:nbo_charge:R:1
N 1.166 -1.473 -0.379 -0.869
C 0.536 -0.441 0.231 -0.042
C 1.313 0.927 0.048 -0.411
C -0.208 1.532 -0.267 -0.396
C -0.762 0.031 -0.474 -0.256
C -1.838 -0.466 0.366 0.047
F -3.114 -0.098 -0.261 -0.393
H 0.739 -2.386 -0.314 0.371
H 2.322 -1.451 -0.386 0.383
H 0.495 -0.585 1.360 0.156
H 1.916 1.145 1.010 0.198
H 2.073 1.000 -0.788 0.201
H -0.313 1.835 0.799 0.204
H -0.172 2.367 -0.907 0.219
H -0.711 -0.213 -1.651 0.243
H -1.704 -0.184 1.363 0.180
H -1.738 -1.541 0.250 0.166
```

Computed properties:
SMILES ... N[C@H]1CC[C@@H]1CF
Charge ... 0
HOMO energy ... -8.70 eV
Largest force on an atom ... 6.4 eV/A
Energy ... -9551.659 eV
Relative energy (zero: lowest compared OMol25 entry of this formula, charge and spin) ... 68.2 kcal per mole
HOMO-LUMO gap ... 9.70 eV

---

3.
# H10O5

5 unconnected molecules or ions with the total composition H10O5 (ωB97M-V with the def2-TZVPD basis set, the OMol25 dataset).

The geometry in XYZ format:
```
15
Properties=species:S:1:pos:R:3:nbo_charge:R:1
O -0.141 1.908 -2.212 -0.982
H 0.692 2.284 -2.372 0.452
H 0.226 1.203 -1.461 0.490
O 0.433 0.229 -0.153 -0.978
H 0.687 -0.027 0.690 0.505
H -0.474 -0.056 -0.204 0.498
O -2.345 -0.086 0.254 -0.948
H -2.950 -0.799 0.583 0.489
H -2.527 0.072 -0.611 0.475
O 1.050 0.524 2.439 -0.947
H 0.548 1.140 3.028 0.484
H 1.851 1.058 2.304 0.476
O 0.765 -2.657 -0.586 -0.969
H 1.361 -3.066 -1.162 0.471
H 0.825 -1.720 -0.533 0.485
```

Computed properties:
SMILES ... O.O.O.O.O
Charge ... 0
HOMO energy ... -10.45 eV
Largest force on an atom ... 4.9 eV/A
Energy ... -10399.212 eV
Relative energy (zero: lowest compared OMol25 entry of this formula, charge and spin) ... 37.8 kcal per mole
HOMO-LUMO gap ... 10.95 eV

---

4.
# C22H37ClN3O6Pr

A molecular structure, C22H37ClN3O6Pr (ωB97M-V with the def2-TZVPD basis set, the OMol25 dataset).

The geometry in XYZ format:
```
70
Properties=species:S:1:pos:R:3:mulliken_spin:R:1
O 1.615 -0.600 -3.270 0.000
C 0.507 -0.090 -3.350 -0.001
C 0.209 1.335 -3.544 0.000
C 0.578 2.395 -2.691 0.000
H 0.745 2.264 -1.617 0.001
C 0.683 3.659 -3.272 0.000
H 1.131 4.512 -2.727 0.000
C 0.266 3.815 -4.614 0.000
H 0.423 4.766 -5.120 0.000
C -0.347 2.786 -5.358 0.000
H -0.667 2.882 -6.408 0.000
C -0.468 1.549 -4.749 0.000
H -0.926 0.686 -5.231 0.000
H -0.415 -0.753 -3.314 0.001
C -2.138 -1.626 -1.669 0.008
C -1.787 -0.370 -1.016 -0.017
H -2.782 -1.504 -2.557 0.000
H -2.648 -2.292 -0.954 -0.002
H -1.279 -2.179 -2.008 -0.001
C -2.368 0.792 -1.271 -0.003
C -3.852 0.890 -1.499 -0.002
H -1.843 1.722 -1.483 -0.003
H -4.143 1.266 -2.494 0.000
H -4.245 1.512 -0.701 0.000
H -4.248 -0.114 -1.354 0.000
Pr -0.875 -0.256 1.053 2.010
Cl -3.523 -0.145 1.832 -0.003
C -1.134 -0.276 4.019 0.004
O -0.564 -1.157 3.313 0.000
N -1.224 -0.372 5.326 0.000
C -0.724 -1.580 5.956 0.000
C -2.050 0.554 6.085 0.000
H -1.612 0.610 3.576 0.000
H -0.134 -2.126 5.214 0.000
H -1.566 -2.190 6.294 0.000
H -0.113 -1.284 6.807 0.000
H -2.279 1.406 5.433 0.000
H -1.489 0.880 6.964 0.000
H -2.984 0.065 6.395 0.000
H 4.835 1.341 -1.470 0.000
H 4.711 1.604 1.043 0.000
C 3.742 1.459 -1.487 0.000
C 3.615 1.663 0.975 0.000
N 3.149 0.992 -0.239 0.000
H 3.325 0.877 -2.314 0.000
C 2.481 -0.166 -0.211 0.001
O 1.556 -0.445 0.611 0.001
H 3.167 1.198 1.854 0.000
H 2.818 -0.913 -0.951 0.000
H 3.502 2.522 -1.638 0.000
H 3.351 2.727 0.941 0.000
H -0.023 -6.014 1.084 0.000
H 2.127 -5.912 -0.520 0.000
C -0.494 -5.431 0.281 0.000
C 1.511 -5.255 -1.151 0.000
N 0.489 -4.576 -0.362 0.000
H -1.295 -4.812 0.695 0.000
C 0.493 -3.255 -0.190 0.000
O -0.373 -2.628 0.496 0.008
H 2.155 -4.514 -1.630 0.000
H 1.305 -2.735 -0.713 0.000
H -0.892 -6.133 -0.460 0.000
H 1.042 -5.883 -1.920 0.000
C 0.466 3.896 1.723 -0.001
C 0.043 2.492 1.432 0.000
O 0.237 1.625 2.350 0.000
O -0.482 2.177 0.309 -0.002
H 1.551 3.907 1.900 0.000
H -0.033 4.188 2.658 0.000
H 0.193 4.573 0.907 0.000
```

Computed properties:
Charge ... 0
2S+1 ... 3
HOMO energy (alpha / beta) ... -5.88 / -5.87 eV
Largest force on an atom ... 3.6 eV/A
Energy ... -66761.821 eV
<S²> ... 2.0051
HOMO-LUMO gap (alpha / beta) ... 6.21 / 6.20 eV

---

5.
# C5H3NOS

C5H3NOS in the gas phase (ωB97M-V with the def2-TZVPD basis set, the OMol25 dataset).

The geometry in XYZ format:
```
11
Properties=species:S:1:pos:R:3:nbo_charge:R:1
C -0.393 1.812 0.139 -0.236
C -0.189 0.534 -0.143 -0.215
C -1.190 -0.435 -0.133 0.597
O -2.348 -0.121 -0.288 -0.492
N -0.623 -1.808 0.055 -0.365
C 0.637 -1.678 0.093 0.058
C 1.167 -0.374 -0.108 -0.218
S 2.680 0.045 -0.152 0.191
H -1.443 2.047 0.457 0.244
H 0.450 2.514 -0.010 0.226
H 1.252 -2.538 0.090 0.210
```

Computed properties:
SMILES ... C=C1C(=O)N=CC1=S
Charge ... 0
HOMO energy ... -9.40 eV
Largest force on an atom ... 4.9 eV/A
Energy ... -19603.839 eV
Relative energy (zero: lowest compared OMol25 entry of this formula, charge and spin) ... 39.5 kcal per mole
HOMO-LUMO gap ... 7.61 eV

---

6.
# C3H4N2O3

C3H4N2O3 in the gas phase (ωB97M-V with the def2-TZVPD basis set, the OMol25 dataset).

The geometry in XYZ format:
```
12
Properties=species:S:1:pos:R:3:nbo_charge:R:1
C -0.381 -1.588 -0.096 0.871
C -0.318 0.972 -0.811 0.833
C 1.085 0.849 1.133 -0.415
N -1.226 -1.278 -1.055 -0.362
N 0.362 0.336 0.041 -0.547
O -0.052 -2.433 0.664 -0.477
O -0.459 2.143 -0.991 -0.611
O -1.094 0.036 -1.647 -0.356
H 0.489 1.573 1.543 0.205
H 1.380 0.024 1.877 0.212
H 2.005 1.343 0.942 0.205
H -1.792 -1.977 -1.598 0.444
```

Computed properties:
Charge ... 0
HOMO energy ... -9.76 eV
Largest force on an atom ... 6.2 eV/A
Energy ... -12295.122 eV
Relative energy (zero: lowest compared OMol25 entry of this formula, charge and spin) ... 89.3 kcal per mole
HOMO-LUMO gap ... 9.69 eV

---

7.
# C42H114N18O18

12 unconnected molecules or ions with the total composition C42H114N18O18 (ωB97M-V with the def2-TZVPD basis set, the OMol25 dataset).

The geometry in XYZ format:
```
192
Properties=species:S:1:pos:R:3:mulliken_charge:R:1
C 7.349 0.163 4.642 -0.857
O 6.743 -0.087 3.400 -0.287
C 6.387 -1.486 3.294 -0.825
C 6.033 -1.766 1.761 -0.736
N 4.974 -0.926 1.251 0.847
C 4.860 -0.779 -0.185 -0.566
C 3.680 0.167 -0.542 0.721
O 3.620 1.324 0.214 -0.079
C 4.744 2.080 0.081 -1.072
H 6.693 -0.127 5.463 0.263
H 7.728 1.176 4.772 0.256
H 8.280 -0.405 4.654 0.396
H 5.495 -1.717 3.877 0.173
H 7.116 -2.217 3.644 0.633
H 5.828 -2.830 1.650 0.213
H 6.946 -1.498 1.229 0.405
H 4.938 0.013 1.622 -0.202
H 4.673 -1.740 -0.663 -0.349
H 5.794 -0.424 -0.621 0.598
H 2.698 -0.238 -0.298 -1.114
H 3.617 0.352 -1.615 0.473
H 5.456 1.832 0.868 0.312
H 4.547 3.140 0.246 0.223
H 5.245 1.941 -0.876 0.398
C -6.386 -2.249 0.962 -0.559
O -5.639 -2.540 2.129 -0.404
C -4.866 -3.744 2.033 -0.894
C -3.451 -3.416 2.482 0.320
N -3.501 -3.160 3.894 -0.327
C -2.231 -2.993 4.568 -1.240
C -1.564 -1.600 4.481 0.411
O -2.232 -0.455 5.075 -0.495
C -1.405 0.679 5.236 -0.805
H -5.740 -2.137 0.091 0.132
H -7.080 -1.430 1.148 0.252
H -6.940 -3.173 0.797 0.500
H -5.007 -4.178 1.043 0.483
H -5.329 -4.374 2.793 0.310
H -3.195 -2.538 1.889 -0.302
H -2.776 -4.239 2.248 0.416
H -4.013 -2.298 4.018 0.321
H -1.529 -3.756 4.232 0.303
H -2.408 -3.218 5.620 0.442
H -1.457 -1.455 3.406 -0.168
H -0.557 -1.773 4.861 0.304
H -2.017 1.405 5.771 0.350
H -1.167 1.180 4.298 0.226
H -0.454 0.624 5.765 0.443
C -4.103 0.049 -5.485 -0.787
O -4.001 1.065 -4.473 -0.530
C -3.483 0.626 -3.208 0.330
C -3.571 1.855 -2.253 -0.209
N -3.719 1.514 -0.799 0.055
C -4.896 0.610 -0.403 -0.287
C -6.267 1.076 -0.770 -1.812
O -6.603 2.273 -0.025 -0.177
C -7.792 2.804 -0.445 -0.900
H -3.301 -0.689 -5.494 0.259
H -4.058 0.569 -6.441 0.351
H -5.059 -0.456 -5.626 0.263
H -2.425 0.365 -3.238 0.153
H -4.153 -0.173 -2.888 -0.005
H -4.200 2.683 -2.581 0.496
H -2.638 2.419 -2.254 -0.399
H -3.829 2.400 -0.326 0.209
H -4.836 0.239 0.620 0.687
H -4.638 -0.343 -0.866 -0.008
H -6.858 0.203 -0.494 0.568
H -6.425 1.184 -1.843 0.399
H -8.000 3.721 0.106 0.239
H -8.614 2.129 -0.208 0.334
H -7.826 3.009 -1.515 0.327
C 1.756 -0.483 -4.301 -0.504
O 2.232 -1.801 -3.899 -0.466
C 1.687 -2.247 -2.657 1.001
C 2.136 -3.682 -2.495 -0.636
N 3.544 -3.763 -2.066 -0.024
C 3.990 -5.058 -1.542 -0.748
C 5.477 -4.917 -1.251 -0.030
O 6.232 -4.561 -2.358 -0.406
C 6.174 -5.361 -3.495 -0.682
H 2.203 0.373 -3.795 0.276
H 0.694 -0.353 -4.096 0.049
H 1.951 -0.315 -5.360 0.389
H 0.600 -2.298 -2.600 0.200
H 1.946 -1.582 -1.832 -0.621
H 1.871 -4.144 -3.446 0.516
H 1.544 -4.102 -1.682 -0.305
H 4.261 -3.497 -2.727 0.401
H 3.809 -5.887 -2.226 0.387
H 3.396 -5.306 -0.662 0.386
H 5.785 -5.828 -0.737 0.480
H 5.474 -4.140 -0.485 -0.377
H 6.990 -5.086 -4.163 0.253
H 5.251 -5.226 -4.058 0.253
H 6.248 -6.385 -3.130 0.328
C 3.391 0.554 8.243 -0.759
O 3.073 -0.204 7.021 -0.368
C 4.119 -0.020 6.057 -1.081
C 3.394 0.111 4.685 1.301
N 3.030 1.509 4.506 -0.368
C 2.279 1.575 3.282 0.452
C 1.668 3.050 3.327 -0.986
O 0.793 2.988 4.423 -0.171
C -0.106 4.095 4.554 -0.357
H 4.458 0.624 8.456 0.335
H 2.829 0.093 9.055 0.269
H 3.074 1.597 8.272 0.289
H 4.701 -0.939 6.126 0.508
H 4.795 0.821 6.216 0.569
H 2.443 -0.401 4.831 -0.126
H 3.847 -0.282 3.776 -0.911
H 2.506 1.799 5.319 0.457
H 1.387 0.953 3.205 -0.227
H 2.994 1.432 2.472 -0.119
H 1.175 3.299 2.387 0.397
H 2.473 3.767 3.489 0.474
H -0.762 4.035 3.685 -0.233
H 0.512 4.978 4.713 0.396
H -0.758 4.039 5.426 0.245
C 1.105 6.909 -8.457 -0.718
O 1.003 6.687 -7.014 -0.386
C -0.193 5.869 -6.774 -0.780
C -0.071 4.339 -6.937 -0.469
N 1.221 3.976 -6.483 -0.382
C 1.390 4.004 -5.043 -1.215
C 0.632 2.969 -4.135 0.004
O 1.047 3.084 -2.779 -0.486
C 0.338 2.321 -1.758 0.523
H 0.628 6.131 -9.054 0.308
H 2.143 7.064 -8.749 0.262
H 0.614 7.864 -8.643 0.282
H -1.039 6.107 -7.419 0.415
H -0.466 5.943 -5.722 0.517
H -0.160 4.003 -7.970 0.403
H -0.846 3.866 -6.335 0.166
H 1.890 4.608 -6.899 0.296
H 1.133 5.029 -4.775 0.505
H 2.459 3.838 -4.912 0.380
H 0.662 1.926 -4.449 0.148
H -0.382 3.362 -4.058 0.181
H 0.799 2.224 -0.775 -0.109
H 0.224 1.337 -2.215 0.427
H -0.704 2.610 -1.623 -0.287
N -1.293 5.192 1.402 -0.102
C -1.145 5.345 0.130 0.445
N -1.828 4.416 -0.455 -0.030
O -0.606 6.229 -0.433 -0.747
H -1.890 4.444 1.724 -0.013
H -0.955 5.985 1.930 0.192
H -2.496 3.916 0.114 0.102
H -2.046 4.587 -1.426 0.190
N -2.164 -5.838 -0.671 -0.396
C -1.234 -4.958 -0.794 0.664
N -0.253 -5.378 -0.114 -0.315
O -1.316 -3.966 -1.468 -0.533
H -2.129 -6.611 -0.023 0.133
H -2.997 -5.765 -1.236 0.239
H -0.363 -6.170 0.503 0.225
H 0.520 -4.740 0.009 -0.173
N -5.389 -3.368 -4.397 -0.506
C -4.749 -3.195 -3.299 0.708
N -3.497 -3.358 -3.464 -0.096
O -5.237 -2.650 -2.350 -0.593
H -6.200 -2.766 -4.418 0.254
H -4.890 -3.547 -5.256 0.168
H -2.867 -3.106 -2.716 -0.056
H -3.200 -3.568 -4.406 0.152
N -1.492 0.760 0.887 1.255
C -0.901 -0.415 0.713 0.297
N -1.618 -1.093 -0.133 0.718
O 0.198 -0.751 1.192 -0.227
H -0.921 1.544 1.169 -0.356
H -2.256 1.037 0.288 -0.142
H -2.544 -0.735 -0.314 -0.624
H -1.319 -2.012 -0.428 -0.441
N -3.761 1.716 2.676 0.280
C -3.905 2.985 2.404 0.662
N -4.401 3.646 3.430 -0.439
O -3.680 3.409 1.325 -0.869
H -3.335 1.114 1.986 -0.481
H -3.957 1.367 3.603 0.165
H -4.670 3.176 4.283 0.152
H -4.771 4.535 3.127 0.305
N 2.012 -3.056 0.680 2.142
C 2.091 -3.633 1.821 0.221
N 1.096 -3.216 2.488 0.076
O 2.924 -4.474 2.191 -0.808
H 2.732 -3.364 0.042 -0.856
H 1.756 -2.092 0.840 -0.795
H 0.538 -2.484 2.071 0.109
H 1.214 -3.228 3.491 0.257
```

Computed properties:
SMILES ... COCCNCCOC.COCCNCCOC.COCCNCCOC.COCCNCCOC.COCCNCCOC.COCCNCCOC.NC(N)=O.NC(N)=O.NC(N)=O.NC(N)=O.NC(N)=O.NC(N)=O
Charge ... 0
HOMO energy ... -8.07 eV
Largest force on an atom ... 7.2 eV/A
Energy ... -109071.506 eV
Relative energy (zero: lowest compared OMol25 entry of this formula, charge and spin) ... 189.5 kcal per mole
HOMO-LUMO gap ... 8.27 eV